Computed, not measured: C3H3ClFN in the gas phase, with ωB97M-V/def2-TZVPD.

Element x y z (Å)
Cl (0.594, 0.132, 2.106)
F (0.170, 0.550, -1.725)
N (-0.900, -2.404, -0.548)
C (-0.447, -1.338, -0.556)
C (0.371, -0.058, -0.496)
C (-0.119, 0.806, 0.615)
H (1.363, -0.470, -0.414)
H (-1.231, 0.940, 0.659)
H (0.200, 1.841, 0.359)

Strongest force on any atom ... 3.46 eV/Å
LUMO level ... 0.02364 Ha
Net charge ... 0
HOMO level ... -11.669 eV
SMILES ... N#C[C@@H](F)CCl
Energy above the lowest of the compared OMol25 structures with the same formula, charge and spin ... 51.0 kJ/mol

***

Computed, not measured: 2 unconnected molecules or ions with the total composition C9H14O, with ωB97M-V/def2-TZVPD.

Element x y z (Å)
O (0.208, 1.248, -3.503)
C (-1.990, -0.948, -1.694)
C (1.024, 1.344, 2.471)
C (-0.280, 0.497, -2.453)
C (0.479, 0.194, -1.350)
C (0.006, -0.621, -0.335)
C (-1.554, -0.070, -2.696)
C (-1.216, -1.260, -0.591)
C (2.519, 1.611, 2.696)
C (-1.662, -2.377, 0.309)
H (-0.796, -2.698, 0.930)
H (-2.231, 0.279, -3.473)
H (-2.456, -2.149, 1.039)
H (3.048, 2.248, 1.952)
H (0.379, 1.863, 3.286)
H (2.597, 2.133, 3.652)
H (0.636, -0.670, 0.535)
H (-2.886, -1.575, -1.716)
H (-2.017, -3.259, -0.225)
H (0.245, 0.838, -4.368)
H (0.766, 0.272, 2.469)
H (1.501, 0.555, -1.243)
H (3.028, 0.653, 2.704)
H (0.653, 1.893, 1.602)

Strongest force on any atom ... 3.19 eV/Å
LUMO level ... 0.03233 Ha
Net charge ... 0
HOMO level ... -8.561 eV
SMILES ... Cc1ccc(O)cc1.CC
Energy above the lowest of the compared OMol25 structures with the same formula, charge and spin ... 107.3 kJ/mol

***

Computed, not measured: 6 unconnected molecules or ions with the total composition C2H14O5, with ωB97M-V/def2-TZVPD.

Element x y z (Å)
O (0.913, 1.075, 2.300)
O (0.212, 2.848, -0.041)
O (-0.886, -0.974, -1.631)
O (-1.867, 0.319, 0.518)
O (0.464, 1.484, -2.318)
C (0.696, -3.073, 0.152)
C (0.222, -2.239, 1.184)
H (0.504, 1.226, 3.199)
H (-0.167, -1.561, -1.348)
H (-0.073, -3.585, -0.405)
H (-1.710, 1.286, 0.058)
H (0.191, 0.579, -2.125)
H (-0.907, -1.898, 1.287)
H (-1.231, -0.792, -0.749)
H (0.483, 2.441, -0.890)
H (0.974, -1.519, 1.612)
H (0.703, 1.823, 1.595)
H (0.144, 1.550, -3.225)
H (-1.087, 0.435, 1.142)
H (0.714, 3.655, 0.088)
H (1.708, -3.079, -0.403)

Strongest force on any atom ... 4.81 eV/Å
LUMO level ... 0.01995 Ha
Net charge ... 0
HOMO level ... -10.026 eV
SMILES ... C=C.O.O.O.O.O
Energy above the lowest of the compared OMol25 structures with the same formula, charge and spin ... 195.9 kJ/mol

***

Computed, not measured: C6H10O in the gas phase, with ωB97M-V/def2-TZVPD.

Element x y z (Å)
O (-2.834, 1.332, 1.440)
C (1.439, 0.817, -1.388)
C (-0.136, -0.452, 0.048)
C (1.596, -1.670, -1.365)
C (-1.656, 0.591, 1.769)
C (1.021, -0.357, -0.916)
C (-0.738, 0.600, 0.597)
H (1.115, 1.753, -0.959)
H (-1.012, 1.424, -0.061)
H (1.074, -1.944, -2.285)
H (2.646, -1.593, -1.648)
H (-0.113, -1.479, 0.406)
H (1.481, -2.447, -0.632)
H (-3.099, 1.882, 2.184)
H (-2.011, -0.377, 2.126)
H (-1.152, 1.084, 2.610)
H (2.382, 0.837, -1.927)

Strongest force on any atom ... 2.50 eV/Å
LUMO level ... 0.02637 Ha
Net charge ... 0
HOMO level ... -8.540 eV
SMILES ... C=C(C)/C=C/CO
Energy above the lowest of the compared OMol25 structures with the same formula, charge and spin ... 172.7 kJ/mol

***

Computed, not measured: 2 unconnected molecules or ions with the total composition C5H10OSi, with ωB97M-V/def2-TZVPD.

Element x y z (Å)
Si (2.739, -0.007, -0.073)
O (1.744, 1.032, 0.362)
C (-0.267, -2.222, 0.278)
C (-0.935, 0.191, 0.230)
C (-1.543, 2.561, 0.162)
C (-0.599, -0.934, -0.400)
C (-1.208, 1.433, -0.454)
H (0.804, -2.267, 0.497)
H (3.414, -0.935, 0.827)
H (-1.019, 0.201, 1.308)
H (-0.801, -2.317, 1.223)
H (-0.511, -3.073, -0.355)
H (3.161, -0.236, -1.447)
H (-0.505, -0.933, -1.480)
H (-1.637, 2.615, 1.234)
H (-1.114, 1.415, -1.533)
H (-1.724, 3.475, -0.379)

Strongest force on any atom ... 8.39 eV/Å
LUMO level (spin up / spin down) ... -0.00869 / -0.06755 Ha
Net charge ... 0
HOMO level (spin up / spin down) ... -4.825 / -9.941 eV
Spin multiplicity ... 3
Energy above the lowest of the compared OMol25 structures with the same formula, charge and spin ... 0.0 kJ/mol

***

Computed, not measured: 2 unconnected molecules or ions with the total composition CH5NP2, with ωB97M-V/def2-TZVPD.

Element x y z (Å)
P (-1.241, -1.445, 0.112)
P (-2.808, 1.070, -0.133)
N (-2.286, -0.355, 0.505)
C (2.734, -0.665, -0.164)
H (-3.062, 1.931, 0.913)
H (3.345, -1.076, 0.589)
H (2.866, -0.946, -1.187)
H (-1.546, 1.371, -0.584)
H (1.998, 0.115, -0.050)

Strongest force on any atom ... 2.42 eV/Å
LUMO level (spin up / spin down) ... -0.01758 / -0.02719 Ha
Net charge ... 0
HOMO level (spin up / spin down) ... -8.885 / -7.424 eV
Energy above the lowest of the compared OMol25 structures with the same formula, charge and spin ... 308.4 kJ/mol

***

Computed, not measured: a gas-phase ion, C3H7N2O2 (charge -1), with ωB97M-V/def2-TZVPD.

Element x y z (Å)
O (0.094, -1.277, 1.764)
O (1.719, 0.335, -0.920)
N (1.308, -0.607, -0.025)
N (0.498, -1.664, -0.771)
C (0.525, -0.102, 1.173)
C (-0.460, 1.820, -0.090)
C (-0.611, 0.693, 0.632)
H (0.116, -1.355, -1.665)
H (-1.118, 2.169, -0.886)
H (-1.476, 0.233, 0.435)
H (1.056, -2.476, -0.914)
H (0.480, 2.501, -0.075)
H (-0.358, -1.848, 1.151)
H (1.036, 0.486, 1.882)

Strongest force on any atom ... 3.94 eV/Å
LUMO level ... 0.15848 Ha
Net charge ... -1
HOMO level ... -1.702 eV
SMILES ... C=C[C@@H](O)N(N)[O-]
Energy above the lowest of the compared OMol25 structures with the same formula, charge and spin ... 569.8 kJ/mol

***

Computed, not measured: 2 unconnected molecules or ions with the total composition C9H18NO, with ωB97M-V/def2-TZVPD.

Element x y z (Å)
O (-0.444, 1.002, 0.635)
N (1.473, -0.787, -0.112)
C (-1.602, -0.898, 0.028)
C (-0.782, 0.774, -1.778)
C (0.063, 2.260, 0.470)
C (-1.046, -1.565, 1.290)
C (2.362, -0.040, 0.753)
C (-0.745, 0.223, -0.356)
C (1.948, -1.606, -0.944)
C (3.540, 0.252, 0.309)
C (-2.987, -0.240, 0.268)
H (3.827, -0.144, -0.745)
H (-1.336, -0.838, 2.028)
H (1.341, -1.747, -1.857)
H (-0.244, 2.807, 1.389)
H (-0.305, 2.857, -0.473)
H (-1.590, 1.460, -1.822)
H (1.273, 2.135, 0.472)
H (-1.538, -2.394, 1.683)
H (1.944, 0.274, 1.680)
H (-3.118, -0.205, 1.334)
H (-2.889, 0.708, -0.049)
H (-1.658, -1.732, -0.696)
H (4.255, 0.920, 0.800)
H (0.014, -1.739, 1.217)
H (2.809, -2.214, -0.913)
H (0.219, 1.292, -2.059)
H (-3.865, -0.746, -0.129)
H (-0.921, -0.069, -2.424)

Strongest force on any atom ... 4.57 eV/Å
LUMO level ... -0.14760 Ha
Net charge ... +1
HOMO level ... -13.094 eV
Energy above the lowest of the compared OMol25 structures with the same formula, charge and spin ... 247.4 kJ/mol

***

Computed, not measured: 2 unconnected molecules or ions with the total composition C26H36BrClN3O4, with ωB97M-V/def2-TZVPD.

Element x y z (Å)
Br (2.474, 3.448, -4.815)
Cl (1.016, 0.304, -4.663)
O (-5.850, 4.590, 6.207)
O (-4.212, 4.674, 4.806)
O (-1.996, -0.558, -0.018)
O (-2.223, 0.651, 1.897)
N (-5.112, 4.085, 5.382)
N (1.770, -2.304, -3.345)
N (1.116, 1.233, -2.042)
C (-4.468, 2.047, 4.153)
C (-6.340, 1.966, 5.679)
C (-5.665, -0.013, 4.487)
C (0.786, 2.576, -2.582)
C (1.252, 0.135, -2.894)
C (-0.219, 2.594, 0.913)
C (1.704, -0.188, -0.100)
C (-4.645, 0.701, 3.868)
C (-6.514, 0.619, 5.388)
C (1.234, 2.312, 0.332)
C (-1.903, 0.614, 0.737)
C (4.631, -3.744, 1.998)
C (1.623, -1.210, -2.412)
C (-5.314, 2.668, 5.062)
C (1.867, -1.398, -0.958)
C (4.567, -3.962, 0.415)
C (1.693, -4.041, -0.826)
C (2.149, 3.360, -2.849)
C (0.472, -2.862, -5.371)
C (1.329, 1.119, -0.663)
C (2.316, -2.716, -0.249)
C (2.120, 4.847, -2.262)
C (0.622, -2.721, -3.805)
C (-1.415, 1.972, 0.091)
C (-0.649, -3.061, -2.965)
C (3.924, -2.720, -0.305)
H (3.027, 5.061, -1.636)
H (-2.932, -0.723, -0.237)
H (5.237, -2.800, 2.141)
H (5.257, -4.578, 2.411)
H (-2.289, 2.680, 0.216)
H (-0.278, 2.305, 2.001)
H (-1.247, 1.886, -1.011)
H (1.915, -0.317, 0.987)
H (3.619, -3.659, 2.466)
H (2.135, 5.608, -3.095)
H (2.122, -4.282, -1.840)
H (1.630, 3.232, -0.169)
H (-5.798, -1.066, 4.266)
H (3.031, 2.855, -2.378)
H (5.651, -3.996, 0.089)
H (-0.359, 3.716, 0.887)
H (2.046, -4.878, -0.153)
H (4.173, -2.695, -1.407)
H (0.177, -3.902, -5.669)
H (0.164, 3.191, -1.871)
H (1.432, -2.527, -5.832)
H (-1.592, -2.753, -3.482)
H (-3.987, 0.208, 3.166)
H (1.917, 2.077, 1.192)
H (-7.310, 0.060, 5.866)
H (0.222, 2.557, -3.547)
H (1.979, -2.640, 0.828)
H (-0.643, -4.179, -2.811)
H (-0.587, -2.618, -1.928)
H (-0.351, -2.143, -5.650)
H (4.251, -1.738, 0.150)
H (4.128, -4.948, 0.125)
H (0.577, -4.080, -0.798)
H (-3.670, 2.593, 3.665)
H (-7.005, 2.448, 6.385)
H (1.215, 5.025, -1.620)

Strongest force on any atom ... 3.43 eV/Å
LUMO level ... -0.14574 Ha
Net charge ... +1
HOMO level ... -11.505 eV

***

Computed, not measured: a molecular structure, C32H30N4PPd, with ωB97M-V/def2-TZVPD.

Element x y z (Å)
Pd (-0.438, -0.637, 0.013)
P (1.929, -1.351, 0.160)
N (2.100, -0.774, 1.746)
N (-3.763, -0.519, 0.359)
N (-0.178, -0.898, 2.220)
N (-2.609, -1.143, 0.041)
C (-0.899, 3.743, 1.787)
C (5.934, -1.315, -0.396)
C (-1.941, -3.308, -0.970)
C (3.619, -1.890, -0.232)
C (-1.148, 1.215, -0.969)
C (-1.152, 4.916, 1.090)
C (1.706, 0.705, -3.283)
C (-4.842, -1.272, 0.065)
C (-4.350, -2.453, -0.471)
C (2.058, 1.420, -0.591)
C (-1.132, 2.443, -0.264)
C (-1.008, -1.239, 4.425)
C (4.636, -0.936, -0.103)
C (-6.231, -0.814, 0.292)
C (2.195, 2.369, -1.585)
C (1.075, -0.911, 2.683)
C (-0.875, 2.522, 1.118)
C (1.577, -0.258, -2.306)
C (-1.426, 3.647, -0.972)
C (1.774, 0.093, -0.950)
C (2.016, 2.017, -2.923)
C (0.295, -1.234, 4.915)
C (1.350, -1.072, 4.038)
C (-1.404, 4.871, -0.278)
C (-1.762, 3.569, -2.335)
C (5.197, -3.543, -0.960)
C (-1.526, 1.165, -2.310)
C (6.214, -2.610, -0.818)
C (-1.827, 2.337, -2.989)
C (-2.960, -2.336, -0.473)
C (-1.201, -1.071, 3.073)
C (3.889, -3.184, -0.661)
H (-1.592, 5.790, -0.823)
H (-2.001, 4.477, -2.877)
H (7.235, -2.895, -1.031)
H (-4.931, -3.297, -0.804)
H (-2.236, -4.326, -0.722)
H (-1.860, -3.251, -2.056)
H (5.417, -4.546, -1.296)
H (-1.854, -1.373, 5.084)
H (-0.676, 1.606, 1.660)
H (3.031, -0.847, 2.141)
H (1.583, 0.444, -4.326)
H (-6.916, -1.658, 0.290)
H (-1.164, 5.865, 1.608)
H (6.728, -0.585, -0.307)
H (0.483, -1.370, 5.972)
H (-2.193, -1.086, 2.642)
H (2.375, -1.086, 4.386)
H (-0.727, 3.783, 2.855)
H (1.400, -1.296, -2.573)
H (2.468, 3.385, -1.328)
H (4.426, 0.078, 0.215)
H (-3.762, 0.406, 0.754)
H (2.132, 2.767, -3.695)
H (3.098, -3.919, -0.740)
H (-2.123, 2.289, -4.029)
H (-0.961, -3.123, -0.521)
H (-6.331, -0.272, 1.233)
H (-6.542, -0.134, -0.505)
H (2.211, 1.687, 0.447)
H (-1.614, 0.223, -2.840)

Strongest force on any atom ... 2.05 eV/Å
LUMO level (spin up / spin down) ... -0.32416 / -0.44778 Ha
Net charge ... +3
HOMO level (spin up / spin down) ... -16.876 / -17.058 eV
Spin multiplicity ... 5
Energy above the lowest of the compared OMol25 structures with the same formula, charge and spin ... 16.6 kJ/mol

***

Computed, not measured: C5H10O in the gas phase, with ωB97M-V/def2-TZVPD.

Element x y z (Å)
O (-0.362, 0.457, -0.840)
C (0.632, -2.284, 0.071)
C (0.664, 0.207, -0.056)
C (1.408, -1.041, -0.399)
C (-1.420, 1.162, -0.574)
C (-1.646, 1.648, 0.798)
H (0.619, 0.584, 0.962)
H (2.401, -1.018, 0.064)
H (-1.469, 0.823, 1.516)
H (1.564, -1.090, -1.484)
H (-0.372, -2.282, -0.368)
H (1.127, -3.221, -0.208)
H (0.515, -2.270, 1.161)
H (-2.672, 2.004, 0.920)
H (-0.959, 2.457, 1.097)
H (-2.095, 1.263, -1.412)

Strongest force on any atom ... 0.88 eV/Å
LUMO level (spin up / spin down) ... 0.04063 / 0.04082 Ha
Net charge ... 0
HOMO level (spin up / spin down) ... -6.848 / -6.986 eV
Energy above the lowest of the compared OMol25 structures with the same formula, charge and spin ... 323.9 kJ/mol

***

Computed, not measured: 3 unconnected molecules or ions with the total composition C17H34N3O6, with ωB97M-V/def2-TZVPD.

Element x y z (Å)
O (1.093, -0.976, -2.632)
O (0.992, 3.231, 0.598)
O (0.489, 0.321, -4.318)
O (-1.043, -0.306, -2.800)
O (2.906, 4.191, 1.172)
O (2.883, 2.621, -0.450)
N (-3.143, -2.087, 1.249)
N (-5.038, -3.391, 0.601)
N (-1.602, -0.092, 0.017)
C (2.330, 3.292, 0.361)
C (-0.945, -1.461, 0.150)
C (0.716, 3.972, 1.794)
C (-2.013, -2.530, 0.439)
C (0.235, -1.444, 1.132)
C (0.080, -0.314, -3.229)
C (2.461, 0.297, -5.749)
C (2.327, 5.373, 3.211)
C (1.141, -2.659, 0.816)
C (1.874, 4.955, 1.839)
C (-2.562, 0.295, 1.118)
C (-2.866, -0.898, 2.017)
C (-4.420, -2.082, 0.546)
C (1.008, -0.133, 1.024)
C (1.945, 0.327, -4.337)
C (1.519, -3.491, 2.045)
C (2.248, -0.899, -3.493)
H (2.049, -2.284, 0.339)
H (-2.398, -2.924, -0.504)
H (-0.135, -1.574, 2.152)
H (2.219, 1.221, -6.269)
H (2.024, -0.538, -6.297)
H (-5.088, -1.383, 1.050)
H (1.191, 0.128, -0.024)
H (2.672, 4.507, 3.777)
H (3.141, 6.092, 3.147)
H (3.144, -0.809, -2.886)
H (-2.075, -0.085, -0.889)
H (-3.477, 0.628, 0.630)
H (3.545, 0.183, -5.737)
H (-2.051, -1.087, 2.717)
H (1.499, 5.839, 3.747)
H (0.744, 3.290, 2.649)
H (-1.495, -3.360, 0.930)
H (-3.740, -0.644, 2.616)
H (-0.263, 4.436, 1.715)
H (-4.516, -4.076, 0.067)
H (2.286, -1.809, -4.093)
H (0.712, -3.508, 2.780)
H (1.719, -4.526, 1.769)
H (2.415, -3.110, 2.534)
H (1.988, -0.224, 1.493)
H (0.667, -3.303, 0.071)
H (-5.977, -3.364, 0.224)
H (0.504, 0.701, 1.520)
H (-4.279, -1.721, -0.492)
H (-2.145, 1.145, 1.656)
H (-0.863, 0.606, -0.061)
H (1.661, 5.822, 1.209)
H (2.253, 1.237, -3.816)
H (-0.548, -1.621, -0.846)

Strongest force on any atom ... 0.40 eV/Å
LUMO level ... -0.07953 Ha
Net charge ... +1
HOMO level ... -11.686 eV